Density functional theory data (wB97M-V/def2-TZVPD) for a molecular structure, C34H57ClGeHgN8O4SSi3.

E_LUMO, eV: 3.73
E_HOMO, Ha: -0.059
Kohn-Sham gap, eV: 5.340
Total charge: -2
Strongest force on any atom, eV/A: 2.7

Geometry (Å):
1 Hg 0.91954 1.31000 -0.32354
2 C 2.87044 1.41740 -6.10744
3 C 3.03824 2.41130 -5.15434
4 C 3.01214 2.10870 -3.80914
5 C 2.81764 0.79370 -3.37814
6 C 2.62484 -0.19670 -4.34574
7 C 2.64994 0.11500 -5.69274
8 N 2.82884 0.49750 -2.02294
9 C 3.91304 0.02390 -1.46564
10 C 5.08384 -0.33520 -2.21504
11 C 6.17474 -0.90300 -1.63284
12 C 6.21204 -1.14210 -0.24474
13 C 5.16204 -0.73760 0.52566
14 C 4.02104 -0.10630 -0.02764
15 N 3.12614 0.53220 0.73536
16 N 3.31024 0.51280 2.02246
17 C 2.75764 1.49210 2.76826
18 C 2.79844 1.37580 4.17636
19 C 2.46484 2.46300 4.94686
20 C 2.06494 3.64060 4.32016
21 C 2.01294 3.65000 2.93486
22 N 2.35134 2.62900 2.17686
23 H 2.90674 1.65280 -7.16494
24 H 3.18744 3.43570 -5.46214
25 H 3.11614 2.88260 -3.06754
26 H 2.45894 -1.21420 -4.02154
27 H 2.50274 -0.67400 -6.42364
28 H 5.07984 -0.12600 -3.27624
29 H 7.02924 -1.16580 -2.24664
30 H 7.08944 -1.59720 0.20136
31 H 5.17884 -0.85060 1.59996
32 H 3.08964 0.43590 4.61756
33 H 2.52174 2.41420 6.02846
34 H 1.79344 4.51800 4.88976
35 H 1.67914 4.52910 2.40076
36 N -0.91056 -2.29040 -2.78784
37 C 0.22184 -2.21420 -2.00834
38 N 1.33334 -2.75060 -2.59734
39 O 0.23014 -1.75770 -0.89024
40 H -0.76346 -2.23110 -3.78324
41 H -1.63706 -1.67800 -2.44324
42 H 1.25244 -3.32620 -3.41664
43 H 2.16394 -2.81500 -2.03544
44 C -5.10386 1.30640 -1.89504
45 C -3.68206 1.14450 -2.30094
46 C -3.04236 1.26700 -3.51524
47 C -1.68386 0.98690 -3.25934
48 N -1.52186 0.70020 -1.97844
49 N -2.72516 0.81080 -1.40664
50 C -0.54956 1.00150 -4.20464
51 H -5.73366 1.47520 -2.76684
52 H -5.20476 2.15710 -1.21914
53 H -5.44296 0.41200 -1.37094
54 H -3.47526 1.52920 -4.46024
55 H -2.82236 0.57880 -0.42674
56 H -0.12416 2.00920 -4.25214
57 H -0.85226 0.70570 -5.20804
58 H 0.23314 0.34850 -3.83554
59 Cl -0.33446 4.28310 0.56136
60 C -0.49806 2.55460 0.90676
61 H -1.53586 2.29440 0.70036
62 H -0.30436 2.42500 1.97086
63 C -4.75136 -0.81750 1.41756
64 Si -3.27516 -2.00480 0.98706
65 C -3.83946 -3.63320 1.86676
66 C -3.72136 -2.47370 -0.84564
67 Ge -1.10106 -0.95400 1.47196
68 Si 0.13054 -2.94760 2.13226
69 C 1.77004 -2.41200 2.98516
70 C -0.57286 -4.21670 3.43186
71 C 0.70694 -4.18680 0.75996
72 Si -1.83466 -0.29480 3.72926
73 C -0.38226 0.22720 4.87356
74 C -2.84646 -1.45020 4.92096
75 C -2.90066 1.32130 3.71716
76 H -5.70066 -1.12820 0.98576
77 H -4.55496 0.19700 1.07946
78 H -4.87856 -0.76890 2.49366
79 H -4.90276 -3.83590 1.75446
80 H -3.62326 -3.58020 2.92776
81 H -3.29456 -4.48280 1.46496
82 H -3.62206 -1.62500 -1.51524
83 H -3.05046 -3.24970 -1.19954
84 H -4.73936 -2.84670 -0.94824
85 H 1.55044 -1.91790 3.92756
86 H 2.29784 -1.69490 2.36496
87 H 2.44674 -3.23880 3.19676
88 H -0.89446 -3.69480 4.32746
89 H 0.16894 -4.95410 3.73476
90 H -1.42976 -4.75540 3.03936
91 H 1.48254 -3.72290 0.16166
92 H -0.11726 -4.43100 0.09446
93 H 1.10354 -5.11950 1.15986
94 H 0.29424 -0.60490 5.04216
95 H -0.70106 0.59440 5.84686
96 H 0.19054 1.01420 4.39496
97 H -2.30036 -2.37360 5.09036
98 H -3.80566 -1.71870 4.48766
99 H -3.03426 -0.99970 5.89426
100 H -2.25936 2.19480 3.65386
101 H -3.51956 1.42720 4.60546
102 H -3.56096 1.34720 2.85676
103 C -1.45766 4.17650 -2.40994
104 S 0.34514 4.09760 -2.73184
105 O 0.42464 3.89670 -4.18024
106 O 0.89624 5.37520 -2.31324
107 O 0.88104 2.95760 -1.98754
108 H -1.67926 5.18350 -2.09044
109 H -1.73106 3.46280 -1.64934
110 H -1.94236 3.94260 -3.34644

Force components x, y, z for each atom (eV/Å):
Hg -0.160 0.189 0.689
C 0.001 0.064 -0.145
C 0.094 0.008 -0.227
C 0.046 -0.270 0.183
C 0.198 0.206 -0.806
C 0.111 -0.031 0.180
C 0.024 -0.136 -0.123
N -0.736 -0.033 1.202
C -0.651 0.306 0.018
C 0.590 -0.119 -0.333
C -0.342 0.188 -0.438
C 0.075 -0.144 0.597
C 0.274 -0.143 0.055
C 0.458 -0.589 -0.179
N -0.406 0.802 1.851
N 0.876 -1.523 -2.062
C -0.754 1.530 0.641
C 0.062 -0.179 -0.416
C -0.019 0.257 -0.041
C 0.008 -0.127 0.129
C -0.186 0.382 0.294
N 0.321 -0.551 -0.166
H -0.050 0.043 0.015
H -0.061 0.097 -0.001
H 0.032 0.086 0.084
H -0.004 0.028 0.033
H 0.003 0.018 -0.012
H 0.008 -0.080 -0.001
H 0.009 0.010 -0.027
H -0.083 -0.013 0.034
H 0.032 -0.006 0.030
H 0.093 -0.118 -0.004
H -0.061 -0.090 -0.020
H -0.001 0.053 -0.010
H -0.030 0.124 -0.019
N -0.189 -0.066 -0.067
C 0.023 -0.273 -0.351
N 0.271 -0.145 -0.150
O 0.255 0.189 0.115
H -0.054 0.099 0.006
H 0.041 0.039 -0.072
H 0.042 -0.021 0.126
H -0.022 0.009 0.009
C 0.080 0.011 0.073
C 0.014 0.001 -0.002
C -0.150 -0.088 0.222
C -0.497 -0.133 0.237
N 0.758 -0.103 -0.013
N -0.271 0.224 -0.340
C 0.202 0.127 0.110
H -0.001 -0.015 0.012
H -0.118 0.010 0.022
H -0.138 0.008 0.017
H -0.173 0.082 -0.164
H 0.130 -0.028 0.000
H -0.004 -0.210 -0.206
H -0.041 -0.103 -0.070
H 0.070 -0.138 -0.066
Cl 0.056 0.607 0.213
C 0.229 -0.862 -0.236
H 0.120 -0.158 -0.049
H 0.047 -0.194 -0.151
C 0.636 -0.142 -0.087
Si -1.097 -0.383 -0.085
C 0.426 0.465 -0.069
C 0.498 0.220 0.480
Ge -0.529 -0.203 0.500
Si 0.647 -1.033 0.554
C -0.514 0.021 -0.348
C -0.066 0.624 -0.356
C -0.273 0.563 0.186
Si -0.382 0.199 1.000
C -0.200 -0.237 -0.527
C 0.278 0.124 -0.535
C 0.253 -0.460 -0.308
H -0.092 -0.233 -0.168
H -0.009 0.273 -0.044
H -0.015 0.065 0.295
H -0.233 0.113 -0.174
H 0.072 -0.025 0.284
H 0.153 -0.201 -0.082
H 0.030 0.205 -0.197
H 0.178 -0.184 -0.143
H -0.196 -0.039 0.235
H -0.029 0.125 0.181
H 0.145 0.144 -0.084
H -0.017 -0.264 -0.047
H -0.100 0.070 0.206
H 0.298 -0.036 -0.106
H -0.219 -0.081 -0.080
H 0.150 0.111 -0.165
H -0.159 -0.056 -0.180
H -0.008 -0.044 0.299
H 0.182 -0.169 0.062
H -0.273 0.065 0.139
H 0.120 0.148 -0.096
H 0.060 -0.198 0.031
H -0.234 -0.081 -0.100
H 0.033 0.269 0.115
H 0.196 0.190 -0.054
H -0.040 -0.110 0.252
H -0.178 0.051 -0.192
C 0.833 -0.101 -0.203
S -0.528 0.931 -0.503
O 0.052 0.122 0.050
O -0.026 -0.062 0.141
O 0.026 0.141 -0.435
H -0.083 0.201 0.103
H -0.076 -0.176 0.190
H -0.143 -0.026 -0.167

Atomic partial charges in e from the Mulliken method, atoms 1 to 99: number 1, Hg, carries 3.133; number 2, C, carries -0.616; number 3, C, carries -0.748; number 4, C, carries 0.039; number 5, C, carries -1.507; number 6, C, carries 0.890; number 7, C, carries -0.767; number 8, N, carries 1.040; number 9, C, carries 0.134; number 10, C, carries -0.858; number 11, C, carries -0.587; number 12, C, carries -0.799; number 13, C, carries -0.598; number 14, C, carries -0.124; number 15, N, carries 1.061; number 16, N, carries -1.084; number 17, C, carries 0.260; number 18, C, carries -0.566; number 19, C, carries -0.208; number 20, C, carries -0.751; number 21, C, carries -0.389; number 22, N, carries -0.141; number 23, H, carries 0.331; number 24, H, carries 0.342; number 25, H, carries 0.585; number 26, H, carries 0.426; number 27, H, carries 0.357; number 28, H, carries 0.414; number 29, H, carries 0.379; number 30, H, carries 0.346; number 31, H, carries 0.446; number 32, H, carries 0.363; number 33, H, carries 0.377; number 34, H, carries 0.392; number 35, H, carries 0.434; number 36, N, carries -0.337; number 37, C, carries -0.159; number 38, N, carries -0.383; number 39, O, carries -0.224; number 40, H, carries 0.328; number 41, H, carries -0.339; number 42, H, carries 0.161; number 43, H, carries 0.247; number 44, C, carries -1.437; number 45, C, carries 0.470; number 46, C, carries -1.466; number 47, C, carries 0.598; number 48, N, carries 0.698; number 49, N, carries 0.783; number 50, C, carries -0.410; number 51, H, carries 0.441; number 52, H, carries 0.232; number 53, H, carries 0.135; number 54, H, carries 0.502; number 55, H, carries -0.623; number 56, H, carries -0.265; number 57, H, carries 0.513; number 58, H, carries -0.334; number 59, Cl, carries -0.228; number 60, C, carries -0.274; number 61, H, carries 0.093; number 62, H, carries -0.056; number 63, C, carries -1.109; number 64, Si, carries 0.186; number 65, C, carries -1.351; number 66, C, carries -1.331; number 67, Ge, carries 0.584; number 68, Si, carries 0.505; number 69, C, carries -0.635; number 70, C, carries -1.172; number 71, C, carries -1.175; number 72, Si, carries 0.170; number 73, C, carries -0.743; number 74, C, carries -1.112; number 75, C, carries -1.327; number 76, H, carries 0.415; number 77, H, carries 0.172; number 78, H, carries 0.283; number 79, H, carries 0.380; number 80, H, carries 0.292; number 81, H, carries 0.345; number 82, H, carries 0.165; number 83, H, carries 0.372; number 84, H, carries 0.403; number 85, H, carries 0.165; number 86, H, carries -0.187; number 87, H, carries 0.439; number 88, H, carries 0.209; number 89, H, carries 0.390; number 90, H, carries 0.279; number 91, H, carries 0.099; number 92, H, carries 0.254; number 93, H, carries 0.453; number 94, H, carries 0.319; number 95, H, carries 0.513; number 96, H, carries -0.305; number 97, H, carries 0.280; number 98, H, carries 0.233; number 99, H, carries 0.371